Formula: C48H67B2N3O9P3S
Source: OMol25
Level of theory: wB97M-V/def2-TZVPD

Properties
charge: +1
E_HOMO: -10.17 eV
HOMO-LUMO gap: 0.257 Eh

Last column: Löwdin charge in e.
Positions of all 133 atoms, in Å:
C (-2.388, 1.918, -6.210)  -0.056
C (-2.061, 0.395, -6.146)  -0.148
B (-0.713, 0.148, -5.387)  -0.485
O (0.423, 0.536, -6.038)  0.177
C (-0.542, -0.641, -3.952)  -0.184
P (-2.243, -0.936, -3.038)  0.951
O (-3.182, 0.311, -3.488)  -0.242
O (-2.873, -2.157, -3.892)  -0.272
N (0.159, -1.947, -4.401)  0.105
B (-0.241, -2.523, -5.791)  -0.756
O (0.787, -2.658, -6.685)  0.231
O (-1.482, -2.835, -6.076)  0.061
C (-1.810, -3.381, -7.371)  0.026
C (0.357, -2.969, -3.285)  -0.346
P (-0.801, -4.444, -3.134)  0.448
S (-1.867, -4.473, -1.518)  0.255
C (0.507, -2.226, -1.963)  -0.417
P (1.648, -3.151, -0.830)  0.492
N (3.136, -2.879, -1.138)  -0.118
O (1.318, -4.698, -0.927)  -0.181
O (1.228, -2.779, 0.662)  -0.126
O (1.191, -1.029, -2.220)  -0.128
C (0.431, 0.038, -2.909)  -0.367
C (-0.220, 0.781, -1.746)  -0.122
C (-1.079, 2.031, -1.996)  -0.254
N (-2.291, 2.036, -1.171)  0.019
C (1.613, 0.789, -3.514)  -0.041
C (1.394, 2.263, -3.863)  -0.362
C (1.854, 3.241, -2.858)  0.000
O (2.556, 2.922, -4.168)  -0.024
H (-3.377, 2.086, -5.792)  0.085
H (-1.648, 2.537, -5.707)  0.069
H (-2.437, 2.235, -7.244)  0.073
H (-2.906, -0.183, -5.801)  0.084
H (-1.889, 0.064, -7.175)  0.108
H (0.421, 0.327, -6.980)  0.145
H (-2.766, 1.075, -3.904)  0.032
H (-3.825, -2.057, -4.022)  0.095
H (1.105, -1.603, -4.595)  0.167
H (1.522, -3.196, -6.367)  0.140
H (-2.883, -3.525, -7.374)  0.106
H (-1.333, -4.345, -7.494)  0.108
H (-1.548, -2.692, -8.163)  0.105
H (1.352, -3.384, -3.470)  0.127
H (0.085, -5.522, -3.209)  -0.003
H (-1.591, -4.489, -4.285)  -0.014
H (-0.458, -2.091, -1.467)  0.062
H (3.309, -2.235, -1.897)  -0.015
H (2.068, -5.187, -0.552)  0.104
H (1.049, -1.829, 0.706)  0.095
H (-0.778, 0.098, -1.114)  0.089
H (0.627, 1.077, -1.132)  0.137
H (-0.498, 2.897, -1.695)  0.104
H (-1.286, 2.216, -3.057)  0.096
H (-3.084, 2.370, -1.701)  0.070
H (-2.537, 1.091, -0.906)  0.048
H (2.398, 0.823, -2.766)  0.141
H (2.001, 0.317, -4.411)  0.128
H (0.495, 2.526, -4.403)  0.126
H (1.771, 4.308, -2.983)  0.120
H (2.517, 2.894, -2.081)  0.115
C (2.782, -6.006, 3.265)  -0.097
C (3.606, -6.446, 4.292)  -0.093
C (4.275, -5.526, 5.087)  -0.086
C (4.114, -4.166, 4.859)  -0.088
C (3.290, -3.728, 3.833)  -0.091
C (2.625, -4.646, 3.034)  -0.098
H (2.261, -6.726, 2.646)  0.097
H (3.726, -7.506, 4.474)  0.102
H (4.920, -5.868, 5.885)  0.104
H (4.633, -3.448, 5.480)  0.083
H (3.165, -2.666, 3.656)  0.097
H (1.987, -4.300, 2.234)  0.065
C (3.040, -0.667, 8.249)  -0.096
C (3.421, -0.993, 6.956)  -0.096
C (4.735, -0.799, 6.550)  -0.107
C (5.668, -0.286, 7.439)  -0.084
C (5.287, 0.037, 8.735)  -0.090
C (3.973, -0.150, 9.138)  -0.120
H (2.015, -0.814, 8.566)  0.106
H (2.694, -1.400, 6.264)  0.096
H (5.032, -1.047, 5.539)  0.095
H (6.693, -0.138, 7.123)  0.103
H (6.014, 0.436, 9.430)  0.089
H (3.674, 0.109, 10.146)  0.104
C (-6.683, 2.219, -9.600)  -0.085
C (-5.884, 2.795, -10.579)  -0.080
C (-4.549, 2.432, -10.691)  -0.089
C (-4.015, 1.486, -9.828)  -0.110
C (-4.816, 0.908, -8.852)  -0.112
C (-6.148, 1.276, -8.735)  -0.096
H (-7.723, 2.504, -9.511)  0.097
H (-6.303, 3.528, -11.255)  0.106
H (-3.927, 2.885, -11.451)  0.104
H (-2.974, 1.199, -9.920)  0.096
H (-4.400, 0.166, -8.179)  0.086
H (-6.771, 0.829, -7.970)  0.099
C (5.802, -0.230, 13.559)  -0.092
C (6.188, -0.561, 12.267)  -0.101
C (7.502, -0.368, 11.864)  -0.103
C (8.432, 0.150, 12.754)  -0.095
C (8.047, 0.478, 14.046)  -0.095
C (6.731, 0.291, 14.448)  -0.095
H (4.777, -0.379, 13.873)  0.101
H (5.463, -0.970, 11.575)  0.086
H (7.802, -0.623, 10.855)  0.096
H (9.457, 0.297, 12.441)  0.100
H (8.772, 0.880, 14.741)  0.101
H (6.431, 0.551, 15.454)  0.101
C (0.671, 4.534, 9.661)  -0.100
C (1.141, 3.365, 9.078)  -0.095
C (2.473, 3.003, 9.222)  -0.093
C (3.334, 3.807, 9.956)  -0.090
C (2.864, 4.975, 10.541)  -0.096
C (1.533, 5.340, 10.391)  -0.098
H (-0.367, 4.817, 9.547)  0.099
H (0.467, 2.735, 8.511)  0.098
H (2.842, 2.096, 8.764)  0.073
H (4.372, 3.523, 10.072)  0.101
H (3.535, 5.601, 11.115)  0.100
H (1.168, 6.252, 10.845)  0.100
C (-9.333, 3.816, -7.292)  -0.104
C (-8.582, 3.017, -6.441)  -0.112
C (-9.211, 2.260, -5.463)  -0.100
C (-10.593, 2.295, -5.341)  -0.094
C (-11.344, 3.091, -6.194)  -0.090
C (-10.714, 3.854, -7.167)  -0.089
H (-8.842, 4.409, -8.052)  0.099
H (-7.504, 2.986, -6.540)  0.090
H (-8.626, 1.641, -4.794)  0.096
H (-11.085, 1.702, -4.581)  0.102
H (-12.422, 3.118, -6.100)  0.103
H (-11.300, 4.478, -7.828)  0.103